1:
{
  "formula": "C4H9N3",
  "method": "ωB97M-V/def2-TZVPD",
  "orbital_gap_ha": 0.3333,
  "e_homo_ev": -8.365,
  "smiles": "[H]/N=C(\\N)C1CNC1",
  "lumo_ev": 0.705,
  "species": ["H", "N", "C", "N", "C", "C", "N", "C", "H", "H", "H", "H", "H", "H", "H", "H"],
  "positions_angstrom": [[1.5068, 2.0862, -0.4359], [0.6932, 1.4248, -0.4182], [1.1273, 0.2240, 0.1010], [2.3561, -0.3523, 0.0369], [-0.1857, -0.6292, 0.4647], [-1.0837, 0.4518, 1.0402], [-1.9396, 0.4023, -0.2780], [-1.1747, -0.6719, -0.7474], [3.1759, 0.0045, -0.4026], [2.5103, -1.4210, 0.3020], [-0.1392, -1.7878, 0.8791], [-1.8483, 0.0670, 1.7250], [-0.7474, 1.4944, 1.3003], [-1.6817, 1.0998, -0.9055], [-0.7507, -0.6999, -1.8035], [-1.8186, -1.6929, -0.8580]]
}

2:
{
  "formula": "C4H9N3",
  "method": "ωB97M-V/def2-TZVPD",
  "orbital_gap_ha": 0.3503,
  "e_homo_ev": -8.518,
  "smiles": "[H]/N=C(/C)C/C=N/N",
  "lumo_ev": 1.014,
  "species": ["H", "N", "C", "C", "C", "C", "N", "N", "H", "H", "H", "H", "H", "H", "H", "H"],
  "positions_angstrom": [[0.7746, -0.9143, 1.9574], [1.5255, -1.1472, 1.3187], [1.3798, -0.2433, 0.4573], [2.1016, -0.0875, -0.7891], [0.2992, 0.8140, 0.6949], [-0.9206, 0.5553, -0.0886], [-1.9224, -0.1546, 0.3516], [-2.9818, -0.4955, -0.3694], [2.7144, 0.7673, -0.5743], [1.3583, 0.0239, -1.5450], [2.6759, -0.9181, -1.1715], [0.0712, 0.8118, 1.7932], [0.5063, 1.7829, 0.3816], [-0.8614, 0.9686, -1.0488], [-3.4497, -1.2731, 0.0603], [-3.2708, -0.4901, -1.4282]]
}

2 is favored, and the nearest alternative lies 90.0 kJ/mol above it.

1:
{
  "formula": "C4H9N3",
  "method": "ωB97M-V/def2-TZVPD",
  "orbital_gap_ha": [0.2644, 0.3186],
  "e_homo_ev": [-7.254, -8.185],
  "lumo_ev": [-0.061, 0.485],
  "species": ["C", "N", "C", "C", "N", "C", "N", "H", "H", "H", "H", "H", "H", "H", "H", "H"],
  "positions_angstrom": [[1.5328, 0.9102, 0.7967], [0.8969, 0.2031, -0.3218], [-1.3047, 0.5781, -0.0278], [0.5596, -1.0024, -0.2711], [-1.4883, 1.3978, -1.0704], [-0.0135, -2.1717, -0.3815], [-2.1130, 0.3228, 0.8921], [2.3361, -1.1063, -0.5590], [-0.8000, 1.4086, -1.8022], [-2.4061, 1.7944, -1.2381], [-1.8063, -0.3223, 1.6120], [0.9609, 1.8213, 0.9775], [1.5735, 0.3092, 1.7064], [2.5416, 1.1790, 0.4865], [-1.0795, -2.2818, -0.2394], [0.6100, -3.0400, -0.5598]]
}

2:
{
  "formula": "C4H9N3",
  "method": "ωB97M-V/def2-TZVPD",
  "orbital_gap_ha": 0.3323,
  "e_homo_ev": -8.128,
  "smiles": "C/N=C(N)\\C=C\\N",
  "lumo_ev": 0.914,
  "species": ["C", "N", "C", "N", "C", "C", "N", "H", "H", "H", "H", "H", "H", "H", "H", "H"],
  "positions_angstrom": [[2.2770, 1.1209, 0.3427], [1.0283, 1.5698, -0.1935], [-0.0506, 0.8870, -0.2342], [-1.1812, 1.5597, -0.6360], [-0.1629, -0.4696, 0.4086], [-1.0476, -1.2383, -0.2567], [-1.6162, -2.3730, 0.3044], [2.2725, 0.1491, 0.8491], [2.6293, 1.8687, 1.0564], [3.0040, 1.0616, -0.4724], [-0.9990, 2.4178, -1.1311], [-1.9465, 1.0212, -1.0023], [0.1754, -0.6614, 1.4166], [-1.3836, -1.0890, -1.2755], [-1.1746, -2.6963, 1.1530], [-1.8244, -3.1282, -0.3292]]
}

3:
{
  "formula": "C4H9N3",
  "method": "ωB97M-V/def2-TZVPD",
  "orbital_gap_ha": [0.3036, 0.3036],
  "e_homo_ev": [-7.971, -7.971],
  "lumo_ev": [0.290, 0.291],
  "species": ["C", "N", "C", "C", "N", "H", "H", "H", "H", "H", "H", "C", "N", "H", "H", "H"],
  "positions_angstrom": [[1.1752, 0.0266, -0.1569], [1.7621, 1.1426, -0.7626], [-0.0481, -0.4509, -0.8522], [1.6123, -0.5099, 0.9886], [-0.7551, -1.4706, -0.2222], [2.4570, 1.6033, -0.1944], [1.1134, 1.8090, -1.1576], [-1.3757, -1.9352, -0.8776], [0.0696, -0.5683, -1.9297], [1.2036, -1.4395, 1.3469], [2.4389, -0.0788, 1.5349], [-2.3702, 0.5118, 0.8110], [-1.9512, 1.2507, -0.0202], [-0.8705, 0.6274, -0.6714], [-3.0475, 0.4910, 1.6467], [-1.4140, -1.0093, 0.5168]]
}

2 is favored, and the nearest alternative lies 217.2 kJ/mol above it.

1:
{
  "formula": "C5H14N2O",
  "method": "ωB97M-V/def2-TZVPD",
  "orbital_gap_ha": 0.3533,
  "e_homo_ev": -8.675,
  "smiles": "C[C@@H](N)CNCCO",
  "lumo_ev": 0.939,
  "species": ["C", "C", "N", "C", "N", "C", "C", "O", "H", "H", "H", "H", "H", "H", "H", "H", "H", "H", "H", "H", "H", "H"],
  "positions_angstrom": [[0.9234, -0.2391, -1.7560], [1.2830, 0.4004, -0.3602], [2.5854, 1.1126, -0.4265], [0.0357, 1.3259, 0.0389], [-1.1263, 0.4853, -0.0902], [-1.7509, -0.0853, 1.1832], [-1.2762, -1.5420, 1.5454], [-0.5947, -2.1557, 0.4575], [0.1044, -0.9866, -1.6484], [0.5242, 0.6173, -2.3059], [1.7611, -0.7020, -2.3693], [1.5123, -0.3747, 0.4663], [2.4936, 2.0002, -0.8678], [3.2527, 0.5679, -0.9098], [-0.0321, 2.3022, -0.4753], [0.2525, 1.5930, 1.0771], [-1.7850, 0.9208, -0.6989], [-1.4212, 0.4816, 2.0595], [-2.8487, 0.1800, 1.0731], [-0.4831, -1.5359, 2.3144], [-2.2099, -2.1442, 1.8823], [-1.2001, -2.2216, -0.1894]]
}

2:
{
  "formula": "C5H14N2O",
  "method": "ωB97M-V/def2-TZVPD",
  "orbital_gap_ha": 0.3542,
  "e_homo_ev": -8.743,
  "smiles": "C=NCC.CNCO",
  "lumo_ev": 0.896,
  "species": ["C", "N", "C", "C", "H", "H", "H", "H", "H", "H", "H", "C", "N", "C", "O", "H", "H", "H", "H", "H", "H", "H"],
  "positions_angstrom": [[0.1424, 2.9506, 1.1266], [-0.1320, 1.7523, 0.7465], [-0.9930, 1.5169, -0.4551], [-2.2536, 0.8100, -0.0289], [0.8089, 3.1827, 1.9455], [-0.2549, 3.8188, 0.6000], [-0.4375, 0.8959, -1.1905], [-1.1758, 2.4578, -0.9137], [-2.0599, -0.2006, 0.3050], [-2.6461, 1.2044, 0.8653], [-3.0010, 0.7237, -0.8481], [0.4147, -2.6046, -1.7877], [0.7046, -1.4097, -0.9923], [0.8914, -1.8128, 0.4776], [1.3457, -0.6794, 1.1943], [1.0301, -3.4261, -1.4533], [0.6590, -2.4460, -2.8457], [-0.6412, -2.9258, -1.6197], [1.5611, -0.9368, -1.2682], [1.5856, -2.6518, 0.6182], [-0.1105, -2.1075, 0.8346], [0.6966, 0.2863, 1.1422]]
}

1 is favored, and the nearest alternative lies 7.6 kJ/mol above it.